48
Properties=species:S:1:pos:R:3:forces:R:3:lowdin_charge:R:1 method="wB97M-V/def2-TZVPD" total_charge=-1 relative_energy_kcal_mol=69.8 lumo_energy_ev=2.28 homo_lumo_gap_ev=6.716
Ag 0.59094 -0.99385 -1.84785 -0.3 -0.7 0.2 0.75
S 0.78811 0.14221 0.91053 2.9 -0.5 -0.6 0.94
S 0.85417 -3.14471 1.51091 -1.2 -1.2 -1.2 0.45
S -1.51996 -3.47623 -1.17676 -0.5 1.6 -1.9 0.92
O 1.44490 -4.33574 2.11781 -0.5 -0.2 -0.9 -0.37
O -1.12167 -2.36344 -2.23630 0.2 -1.5 1.2 -0.68
O 0.29716 1.40037 1.41937 -0.8 1.1 0.3 -0.44
O 1.19920 -2.96285 0.05595 0.0 0.2 2.1 -0.45
O -0.60776 -3.00976 1.68707 1.2 0.1 0.2 -0.40
O 2.15527 0.24576 -1.20798 0.7 0.4 -0.2 -0.50
O 2.32639 0.43587 0.21794 -1.8 -0.7 -0.2 -0.41
N -0.64194 1.65367 -1.93593 -1.1 -0.8 0.4 0.09
N 1.81513 2.68293 -2.10738 0.6 0.0 -0.1 0.12
C -3.26289 -3.66591 -1.83064 0.6 -0.7 0.2 -0.23
C -0.48034 2.91109 -1.50973 0.6 1.3 0.1 -0.17
C -2.96273 1.76834 -1.24459 1.0 0.9 0.5 -0.06
C -1.30298 5.07604 -0.77845 0.9 1.8 0.7 -0.08
C 2.62523 -0.16077 4.45975 -0.2 0.5 -1.3 -0.09
C -0.72810 -5.02114 -1.73252 0.3 0.2 -0.7 -0.25
C 1.01242 4.90251 -1.49897 0.9 -1.6 -0.1 -0.06
C 1.58010 -1.93334 2.58353 0.8 -0.1 1.0 -0.25
C 2.51649 -1.49608 4.79000 -0.1 -0.9 -0.2 -0.09
C 1.68868 -0.59224 2.28506 -0.7 0.2 0.6 -0.33
C 2.25766 0.29446 3.18863 0.2 0.3 0.7 -0.07
C -0.03487 5.64568 -0.98510 -1.6 -0.9 -0.1 -0.11
C 2.04243 -2.41792 3.84377 -0.4 1.1 -0.2 -0.04
C -1.53521 3.70175 -0.95866 -0.1 -0.2 -0.8 -0.17
C -1.84348 1.09854 -1.79760 0.4 -0.1 0.0 -0.15
C -2.79886 3.06925 -0.78240 -0.1 -0.6 -0.4 -0.02
C 0.86017 3.51543 -1.68319 -1.5 0.7 -0.1 -0.25
H 2.77577 3.02433 -2.09560 -0.6 -0.2 0.1 0.11
H 2.81874 -1.82612 5.78975 -0.2 0.0 -0.4 0.10
H -3.28095 -4.43891 -2.63319 0.0 0.7 0.5 0.05
H 2.37582 1.36001 2.94314 -0.3 -0.6 0.1 0.12
H 1.67501 1.70194 -1.77397 0.8 0.0 -0.4 0.02
H -2.07814 5.79319 -0.46061 0.2 -0.8 0.0 0.10
H 1.89585 -3.46796 4.08316 0.2 0.3 -0.1 0.10
H -3.64549 3.59398 -0.30793 0.6 -0.2 -0.3 0.11
H 0.21197 -5.15198 -1.17200 -0.5 0.3 -0.1 0.05
H -3.88997 -3.99448 -0.97388 0.2 0.4 -0.7 0.05
H -3.48483 -2.64790 -2.23414 0.0 -1.0 0.5 0.05
H -1.36822 -5.90821 -1.60402 0.1 0.5 0.0 0.05
H 0.11126 6.67849 -0.74803 0.0 0.5 -0.1 0.08
H -1.90113 0.02918 -2.07071 -0.2 0.7 -0.1 0.07
H 2.01742 5.29003 -1.71959 -0.5 0.2 0.3 0.10
H -0.48563 -4.85186 -2.80646 -0.3 -0.2 0.7 0.07
H 2.93729 0.58539 5.15573 0.4 0.2 0.5 0.09
H -3.89844 1.26093 -1.12794 -0.3 -0.2 0.0 0.08

***

48
Properties=species:S:1:pos:R:3:forces:R:3:mulliken_spin:R:1 method="wB97M-V/def2-TZVPD" total_charge=0 s_squared=2.009 multiplicity=3 lumo_energy_ev="-0.97 / -1.31" homo_lumo_gap_ev="7.347 / 6.874"
Ni -1.17124 -1.90539 -1.05467 -3.0 5.2 -0.4 1.64
S -2.70225 3.46116 0.47929 -0.3 -1.7 0.4 0.00
S -2.84056 7.52945 -0.33991 1.0 0.6 -0.3 0.00
O -2.97564 7.94283 -1.72081 0.0 -0.8 1.1 0.00
O -3.37168 8.38501 0.68653 0.0 -0.7 -0.3 0.00
N -0.23305 -3.12203 -1.86763 2.1 -2.4 -2.2 0.09
N 0.53029 -4.14904 -1.36656 -0.3 0.5 -2.0 0.01
N 2.99786 -3.89237 0.86459 -0.5 -0.4 -0.6 0.00
N -0.09386 -3.57161 1.01797 -1.4 1.0 0.8 -0.02
N -3.32238 5.94820 -0.12146 -0.1 -1.7 0.1 0.00
N -0.90329 -2.53251 0.59047 0.5 -0.7 4.0 0.11
N 2.07835 -4.89835 0.56405 0.8 0.7 0.5 0.00
C -2.35735 5.11106 0.16863 -1.2 3.1 -1.0 0.00
C -0.28160 -3.72272 2.35462 0.1 0.5 -0.9 0.00
C 2.65468 -6.11941 0.77896 0.7 0.6 0.3 0.00
C 0.22191 5.24421 0.67345 -0.4 -0.1 -0.2 0.00
C 1.00031 -4.84718 -2.42543 -0.3 0.5 0.5 0.02
C -1.15426 7.11331 0.04590 0.8 0.4 -0.1 0.00
C -1.53291 -1.98982 1.67576 1.3 -2.0 -0.3 0.00
C -0.22968 -3.16512 -3.22155 0.7 -1.1 0.8 0.01
C -1.16636 -2.74646 2.79161 -0.1 0.0 0.3 0.00
C -1.03283 5.74743 0.30574 1.0 0.9 0.1 0.00
C 4.13636 -4.48473 1.21624 -1.4 -1.2 -0.2 0.00
C -1.87552 0.48729 -0.99167 1.1 -3.0 -0.3 0.15
C 1.17119 7.47016 0.43626 0.0 -0.4 0.1 0.00
C -0.08211 7.99068 0.10099 -0.2 -0.1 0.0 0.00
C 3.96752 -5.90419 1.20891 -0.8 0.4 -0.5 0.00
C 0.54835 -4.25262 -3.59754 0.2 -0.3 -0.4 0.00
C 1.33014 6.10146 0.72295 -0.5 0.3 -0.1 0.00
B 0.60269 -4.61660 0.10879 0.7 -0.5 0.6 0.01
H 0.29593 4.18195 0.89404 0.2 0.2 0.0 0.00
H 4.70016 -6.64161 1.47384 0.0 -0.2 0.0 0.00
H -1.88147 0.60505 -2.07917 -0.2 0.5 0.5 -0.01
H 0.75364 -4.60891 -4.59247 0.0 0.1 0.0 0.00
H -1.02190 0.87381 -0.42912 -0.5 0.2 -0.2 0.00
H 2.09270 -7.03916 0.63406 0.2 0.3 0.0 0.00
H 0.22816 -4.50713 2.90963 -0.1 0.3 -0.3 0.00
H 0.01621 -5.67780 0.21035 0.1 0.2 -0.1 0.00
H 2.31605 5.71220 0.98868 -0.4 0.1 -0.1 0.00
H -0.78506 -2.45888 -3.83884 0.2 -0.2 0.4 0.00
H 1.61863 -5.72683 -2.27633 -0.2 0.3 0.0 0.00
H -2.81897 0.30979 -0.47038 0.2 0.4 -0.2 0.00
H -1.52204 -2.63258 3.80378 0.1 0.1 -0.1 0.00
H 2.03501 8.13260 0.48602 -0.2 -0.2 0.0 0.00
H -2.51431 2.90128 -0.74533 0.1 0.4 0.2 0.00
H -0.24569 9.05298 -0.11375 0.2 -0.4 0.1 0.00
H 5.03383 -3.92816 1.46784 -0.4 0.0 0.0 0.00
H -2.21399 -1.16068 1.59267 0.1 0.0 -0.2 0.00

***

48
Properties=species:S:1:pos:R:3:forces:R:3:mulliken_spin:R:1 method="wB97M-V/def2-TZVPD" total_charge=+2 s_squared=3.827 multiplicity=4 lumo_energy_ev="-9.99 / -10.84" homo_lumo_gap_ev="4.609 / 3.751"
Tc 0.52695 1.21054 -0.03728 -5.0 -2.1 1.0 2.00
S 0.17580 -4.28947 0.44142 0.4 -3.1 0.4 -0.04
O 0.53528 -0.63667 0.99028 0.4 -0.1 -0.6 0.01
O 0.68733 -4.87711 -0.77360 -0.5 1.0 1.0 0.08
O -0.91342 -4.92172 1.14798 0.9 1.1 -0.7 0.09
N -2.14175 0.76748 -2.13445 0.2 0.1 0.3 -0.01
N -2.34356 2.28966 -0.15741 0.0 0.0 1.2 0.01
N -1.16862 -0.00249 -1.57221 0.4 -0.1 0.8 0.00
N 0.32193 2.49122 -1.44544 -0.3 1.1 -1.0 -0.07
N -1.37066 1.82449 0.69971 -0.3 -0.3 -0.8 0.03
N -0.09422 -2.72726 0.25055 -0.6 1.5 -0.3 0.40
N -0.91025 2.84751 -2.01865 1.3 0.8 0.0 0.04
C -1.37593 -1.26841 -1.97542 -0.5 0.8 -0.7 0.00
C 1.30109 3.26316 -2.06994 -1.2 0.5 -0.9 0.02
C -1.82493 1.91607 1.97614 -1.4 1.1 -1.4 0.02
C 0.62933 4.09718 -2.96998 2.0 -0.1 0.5 0.00
C 0.66494 -1.91117 0.97672 0.6 0.3 1.1 0.05
C -3.36343 2.74529 0.55999 0.6 -0.3 0.0 0.03
C 3.40568 -4.57056 2.95934 -0.8 -0.7 -0.6 0.14
C -0.72170 3.81226 -2.90171 -0.2 -1.1 0.9 -0.02
C 2.12286 1.68912 0.98398 2.6 0.7 1.9 -0.09
C 2.34680 -4.98861 2.15231 -0.4 0.2 -0.2 -0.03
C 3.58663 -3.20317 3.21170 -0.7 1.7 -0.3 0.13
C -2.43837 -1.28023 -2.89799 -0.2 0.6 0.3 0.00
C 1.64527 -2.66654 1.82921 0.7 1.7 0.0 0.11
C 1.51655 -4.01890 1.58056 0.3 -2.5 0.2 0.15
C -2.92035 0.02663 -2.93784 0.5 -0.4 0.4 0.01
C 2.71139 -2.24473 2.65929 0.3 0.1 0.3 -0.05
C -3.07216 2.56185 1.91562 0.5 -0.5 -0.1 0.01
B -2.27631 2.24170 -1.69945 0.2 -1.4 0.1 -0.03
H -0.84113 -2.09650 -1.52910 0.0 0.4 -0.6 0.00
H 2.88654 0.96473 1.33377 -0.5 -0.1 -0.6 0.02
H -1.59564 4.20949 -3.38965 0.2 0.2 -0.2 0.00
H -3.77688 0.50988 -3.38819 0.1 -0.3 -0.2 0.00
H 1.83102 0.89989 -0.70099 2.4 -0.8 -1.9 -0.06
H 2.85222 -1.17343 2.84967 0.0 -0.6 0.0 0.00
H 1.68630 1.99857 1.96082 -0.3 0.2 -0.3 0.04
H -1.24570 1.50709 2.78915 -0.1 0.2 0.1 0.00
H 4.08128 -5.30703 3.37924 0.0 0.1 0.0 0.00
H 4.42151 -2.90379 3.84675 -0.3 0.1 -0.2 0.00
H -4.18949 3.11945 -0.02685 -0.3 0.2 0.6 0.00
H -3.69374 2.88439 2.70621 -0.4 0.0 0.7 0.00
H 1.04752 4.84522 -3.60770 0.4 0.2 -0.1 0.00
H -2.83370 -2.09992 -3.45411 -0.1 -0.4 0.0 0.00
H -3.17405 2.82765 -2.29155 0.6 -0.3 0.6 0.00
H 2.15103 -6.03937 1.96506 0.1 0.1 0.0 0.00
H 2.77979 2.51053 0.61821 -0.7 -0.3 -0.1 0.02
H 2.37094 3.16601 -1.80417 -1.0 0.1 -0.3 0.00

***

41
Properties=species:S:1:pos:R:3:forces:R:3:mulliken_spin:R:1 method="wB97M-V/def2-TZVPD" total_charge=+2 s_squared=0.960 relative_energy_kcal_mol=3.4 multiplicity=2 lumo_energy_ev="-8.15 / -8.16" homo_lumo_gap_ev="6.610 / 6.493"
Re 0.24259 0.48067 0.77579 0.2 -0.5 0.0 0.92
Cl -5.15407 5.10799 -0.95580 0.1 0.0 0.0 0.00
O -1.35480 0.71518 -0.19367 -0.3 0.3 -0.2 0.01
O 0.03837 2.33947 1.30913 -0.3 0.5 0.2 -0.02
O 0.43329 -1.39656 1.09645 -0.1 -0.3 -0.1 0.02
N -0.12432 -3.34607 0.13529 -0.1 -0.3 -0.2 0.01
C 0.20802 -2.68293 1.19379 0.2 0.5 0.4 -0.01
C 4.22690 1.40100 0.40533 0.0 0.0 0.0 0.00
C 2.89497 1.37220 0.78998 0.1 -0.1 -0.1 0.02
C 0.40075 -3.31513 2.52537 0.0 -0.1 -0.1 0.00
C -2.20388 1.74661 -0.33077 0.1 -0.3 0.0 0.03
C 2.28513 0.51282 -1.42805 0.1 0.0 0.2 0.02
C -4.20788 2.60133 -1.30129 0.0 0.0 0.0 0.01
C -1.98576 2.99487 0.28954 -0.5 0.3 -0.2 0.01
C 3.61115 0.57818 -1.80061 0.1 0.0 0.0 -0.01
C -3.32605 1.56132 -1.13085 -0.1 0.0 0.0 -0.02
C -0.31390 -4.81555 0.21598 0.0 0.2 0.0 0.00
C 1.93500 0.88904 -0.11941 -0.1 0.1 -0.2 -0.01
C -0.29172 -2.67262 -1.16714 0.0 -0.1 0.1 0.00
C -0.87116 3.21562 1.08008 0.7 -0.2 0.3 0.01
C -2.91422 4.06116 0.09173 0.3 -0.1 0.1 0.01
C -4.00653 3.85985 -0.68962 -0.3 -0.1 -0.2 -0.01
C 4.57250 1.01224 -0.88337 0.0 0.0 0.0 0.01
H -3.48947 0.60613 -1.60950 0.0 0.0 0.0 0.00
H 0.65760 -2.56165 3.26218 0.0 0.0 0.0 0.00
H 0.60548 -5.29120 0.54889 0.0 0.0 0.0 0.00
H 1.53030 0.18736 -2.13256 0.0 0.0 0.0 0.00
H -1.12675 -5.05245 0.89822 0.0 0.0 0.0 0.00
H -0.50527 -3.83713 2.83608 0.0 0.0 0.0 0.00
H 2.61272 1.72886 1.77637 0.0 0.0 0.0 -0.01
H 5.60928 1.06296 -1.19010 0.0 0.0 0.0 0.00
H 0.65363 -2.23504 -1.47975 0.0 0.0 0.0 0.00
H 4.98396 1.75700 1.09066 0.0 0.0 0.0 0.00
H -0.59811 -3.41655 -1.89324 0.0 0.0 0.0 0.00
H -0.56374 -5.17538 -0.77492 0.0 0.0 0.0 0.00
H -5.08290 2.46294 -1.92369 0.0 0.0 0.0 0.00
H 3.90920 0.30132 -2.80308 0.0 0.0 0.0 0.00
H -0.69419 4.18087 1.54848 -0.1 0.0 0.0 0.00
H 1.20421 -4.05232 2.46940 0.0 0.0 0.0 0.00
H -2.74062 5.01921 0.56456 0.0 0.0 0.0 0.00
H -1.05973 -1.90563 -1.09588 0.0 0.0 0.0 0.00